Record 1
This record from the OMol25 dataset describes a molecular structure, C3H2N2O3PS at a distorted geometry. The level of theory is ωB97M-V/def2-TZVPD.

Last column: Löwdin charge in e.
Atoms and positions in Å:
C 0.70412 -2.24529 0.50356  -0.2008
C -1.65361 -1.13041 -0.65296  -0.5905
C 0.61826 -0.39792 0.28366  -0.4149
N 0.72009 -3.36219 0.45708  0.0701
N -2.54473 -1.72373 -0.31749  0.0595
O 2.44195 1.54735 0.74371  -0.3830
O 1.53802 1.10377 -1.53221  -0.5116
O 3.12601 -0.48232 -0.49598  -0.3323
P -0.31011 -0.15108 -1.33618  0.8365
S 2.12506 0.51291 -0.28173  0.3756
H -0.12120 -0.02976 1.08546  0.0930
H -1.06878 1.07702 -1.06618  -0.0016

Output
**Molar mass**: 177.10 Da
**Orbital gap**: 0.3605 Ha
**Charge**: -1
**Relative energy (zero: lowest compared OMol25 entry of this formula, charge and spin)**: 12.6 kcal/mol
**Spin multiplicity**: 1
**E**: -1190.2869 hartree

***

Record 2
This record from the OMol25 dataset describes 10 unconnected molecules or ions with the total composition C53H122N6O10 at a distorted geometry. The level of theory is ωB97M-V/def2-TZVPD.

Last column: Löwdin charge in e.
Atoms and positions in Å:
C -10.51265 0.24347 7.52306  -0.0293
C -10.09602 1.48585 8.33433  -0.5043
C -11.34236 1.89629 9.13757  -0.0388
C -9.00868 1.12198 9.34350  -0.1254
C -8.51033 2.39957 10.00236  -0.1734
C -7.93364 3.34052 8.93871  -0.1364
C -8.97586 3.74215 7.83688  -0.4699
C -9.85478 4.86664 8.47487  -0.0228
C -8.13821 4.37055 6.70934  -0.0242
N -9.65184 2.52647 7.43690  -0.0946
O -10.45767 2.69383 6.30050  -0.0044
H -9.66979 -0.08416 6.90393  0.0665
H -10.94581 -0.65014 7.97276  0.0986
H -11.29394 0.55228 6.82404  0.0736
H -11.27441 2.89473 9.58721  0.0581
H -12.22797 2.09404 8.52184  0.0891
H -11.66790 1.28313 9.97997  0.0876
H -9.43847 0.43636 10.07098  0.1260
H -8.15755 0.70093 8.80743  0.0890
H -9.22188 2.92623 10.63835  0.1095
H -7.64308 2.13897 10.61886  0.1125
H -7.01595 2.88441 8.56088  0.0974
H -7.62764 4.23958 9.47675  0.1132
H -9.80012 5.77709 7.86833  0.0724
H -9.47780 5.25146 9.42644  0.0761
H -10.91596 4.66704 8.61068  0.0686
H -8.79519 4.65325 5.88157  0.0728
H -7.52349 3.54334 6.35674  0.0516
H -7.60571 5.26971 7.00276  0.0944
H -9.97119 2.44153 5.50335  0.0701
C -6.67339 -2.01786 0.15221  -0.0191
C -5.86494 -0.73108 -0.11925  -0.4657
C -4.73503 -0.63436 0.91475  -0.0281
C -5.26015 -0.73006 -1.51995  -0.1380
C -4.64925 0.60651 -1.97518  -0.1728
C -5.70539 1.67091 -1.85460  -0.1595
C -6.45115 1.75962 -0.54188  -0.4895
C -5.47856 2.53227 0.41805  -0.0348
C -7.64235 2.73624 -0.64300  -0.0240
N -6.75993 0.47034 0.04800  -0.0862
O -7.34370 0.61344 1.32865  -0.0215
H -6.77421 -2.12865 1.23091  0.0745
H -7.64556 -2.07925 -0.33229  0.0568
H -6.09159 -2.82750 -0.29520  0.0918
H -5.11513 -0.32161 1.88558  0.0621
H -4.34801 -1.64489 1.11573  0.0916
H -3.82055 -0.12628 0.61396  0.0837
H -4.44480 -1.46629 -1.50996  0.1227
H -5.91694 -1.19794 -2.25779  0.1037
H -3.71270 0.80823 -1.45520  0.1058
H -4.39001 0.48301 -3.02816  0.1147
H -6.29376 1.63771 -2.77681  0.1240
H -5.10466 2.58376 -1.95646  0.1221
H -4.46856 2.11641 0.38247  0.0717
H -5.82820 2.51976 1.45193  0.0677
H -5.35176 3.59472 0.19082  0.0848
H -8.49495 2.27388 -1.15516  0.0668
H -7.38044 3.49923 -1.38218  0.0873
H -7.97931 3.22778 0.26384  0.0686
H -8.24950 0.30869 1.12915  0.0549
C -14.52598 -2.45343 -3.14805  -0.0215
C -14.77991 -1.01287 -2.63441  -0.4857
C -13.58866 -0.09735 -2.81243  -0.0404
C -15.92522 -0.49624 -3.53496  -0.1434
C -17.37508 -0.87671 -3.17877  -0.1809
C -17.60564 -0.92072 -1.69936  -0.1554
C -16.51035 -1.55531 -0.84189  -0.4938
C -16.81679 -1.11952 0.59620  -0.0542
C -16.55475 -3.10530 -0.83704  -0.0199
N -15.22496 -0.94443 -1.23707  -0.1129
O -14.19314 -1.21647 -0.32470  -0.0251
H -15.43347 -2.88449 -3.55978  0.0720
H -13.65368 -2.48900 -3.80475  0.0799
H -14.19126 -3.12914 -2.35340  0.0738
H -13.48031 0.43834 -3.75780  0.0886
H -13.59670 0.77867 -2.15325  0.0873
H -12.64626 -0.59063 -2.56358  0.0664
H -15.90353 0.57867 -3.75767  0.1139
H -15.76416 -0.83578 -4.56488  0.1171
H -18.13321 -0.42562 -3.82076  0.1142
H -17.50333 -1.89715 -3.58394  0.1003
H -18.57432 -1.36119 -1.44501  0.1264
H -17.70967 0.10658 -1.32691  0.1216
H -16.29503 -1.67493 1.37826  0.0754
H -17.84187 -1.01673 0.95892  0.0880
H -16.46784 -0.08206 0.70612  0.0861
H -16.91408 -3.42451 -1.82183  0.0705
H -17.24272 -3.54842 -0.12149  0.0825
H -15.54346 -3.49669 -0.74179  0.0712
H -14.09305 -0.39330 0.16711  0.0972
C -5.89079 -7.07819 2.32938  -0.0174
C -7.26712 -6.60018 2.87792  -0.5047
C -7.92521 -5.72198 1.79887  -0.0314
C -8.18937 -7.76636 3.22412  -0.1394
C -7.86029 -8.44098 4.54908  -0.1637
C -7.77474 -7.40185 5.68632  -0.1391
C -6.94216 -6.13062 5.43119  -0.4979
C -7.41291 -5.04325 6.40701  -0.0089
C -5.48503 -6.48800 5.80438  -0.0242
N -7.13099 -5.71082 4.03555  -0.0943
O -6.48629 -4.47905 3.77418  -0.0339
H -5.91918 -7.80338 1.51482  0.0843
H -5.26365 -6.22933 2.06029  0.0776
H -5.41228 -7.65028 3.13028  0.0604
H -8.03156 -6.29094 0.87350  0.0884
H -8.85422 -5.27123 2.14734  0.0780
H -7.27593 -4.87636 1.56736  0.0620
H -9.16846 -7.31738 3.42358  0.1076
H -8.23560 -8.55399 2.47321  0.1249
H -8.71648 -9.07231 4.78131  0.1141
H -6.88932 -8.92846 4.43686  0.1072
H -7.27756 -7.93903 6.50222  0.1101
H -8.75117 -7.24170 6.14704  0.1004
H -6.65196 -4.25933 6.41501  0.0566
H -7.40303 -5.48154 7.40603  0.0935
H -8.38282 -4.62347 6.14839  0.0726
H -5.44582 -6.85603 6.82412  0.0878
H -4.86022 -5.63235 5.52530  0.0719
H -5.05062 -7.24631 5.14439  0.0691
H -5.54809 -4.72394 3.73247  0.0801
C -6.56634 1.44127 4.67017  -0.0294
C -5.61664 0.88778 5.73716  -0.4903
C -4.86279 2.07857 6.36469  -0.0126
C -6.58282 0.24927 6.78109  -0.1395
C -5.79479 -0.54925 7.79200  -0.1793
C -5.02420 -1.68292 7.13247  -0.1210
C -4.06105 -1.10759 6.04720  -0.4989
C -2.79551 -0.62339 6.77236  -0.0308
C -3.68358 -2.38852 5.26495  -0.0308
N -4.75085 -0.14426 5.21453  -0.0753
O -3.89182 0.35785 4.18854  -0.0012
H -6.81206 0.59981 4.01120  0.0678
H -7.49369 1.88366 5.03028  0.0673
H -6.11123 2.16930 3.99191  0.0823
H -4.06800 1.70056 7.00820  0.0587
H -4.29077 2.63578 5.61637  0.0858
H -5.47687 2.81210 6.88303  0.0640
H -7.24603 1.02084 7.16368  0.0796
H -7.25808 -0.37332 6.17794  0.1149
H -5.20659 0.21154 8.32312  0.1112
H -6.36334 -0.97151 8.63013  0.1114
H -5.79386 -2.33158 6.70932  0.0976
H -4.41173 -2.25260 7.82860  0.1233
H -2.97696 0.12509 7.54087  0.0660
H -2.06352 -0.26895 6.04411  0.0873
H -2.32893 -1.46719 7.28431  0.0805
H -4.56060 -2.93913 4.92476  0.0605
H -3.05180 -3.06661 5.83480  0.0842
H -3.10768 -2.05859 4.39200  0.0806
H -4.27924 -0.06617 3.41655  0.0549
C -10.45907 0.14813 -0.08232  -0.0410
O -10.01759 0.04383 1.26682  -0.2639
C -9.86440 -1.24327 1.93258  -0.1156
C -9.54873 -1.10938 3.43143  -0.3893
C -9.06571 -2.42029 3.99733  -0.0417
N -10.72957 -0.56216 4.12923  0.0747
H -10.40159 -0.84414 -0.54013  0.0849
H -9.85973 0.92830 -0.53751  0.0757
H -11.53835 0.33666 -0.05592  0.0861
H -10.76505 -1.82183 1.72176  0.1275
H -8.98565 -1.69678 1.46945  0.1023
H -8.75565 -0.36484 3.58051  0.1210
H -9.03194 -2.43764 5.08699  0.0843
H -8.01000 -2.45800 3.70143  0.0759
H -9.54894 -3.31840 3.61399  0.0769
H -10.64322 -0.57722 5.13931  0.0541
H -10.63193 0.42283 3.91021  0.0410
C -8.68143 -1.25255 -2.85340  -0.1689
O -9.78329 -0.73333 -3.57642  -0.1160
H -8.00787 -0.42337 -2.64924  0.0652
H -8.91586 -1.73081 -1.89834  0.0478
H -8.21077 -2.02479 -3.47252  0.0874
H -10.32156 -1.46396 -3.89233  0.0731
C -11.03513 -5.69504 5.35377  -0.1727
O -11.12111 -4.38900 5.87426  -0.1390
H -11.07406 -6.35511 6.21474  0.0803
H -11.78673 -5.91008 4.58440  0.0813
H -10.12835 -5.85612 4.75522  0.0449
H -11.37554 -3.78244 5.15638  0.0202
C -13.36928 -2.66954 3.03239  -0.1335
O -12.23297 -2.92381 3.82950  -0.1681
H -13.13885 -1.98795 2.20579  0.0594
H -13.79953 -3.57869 2.62084  0.0828
H -14.11109 -2.12771 3.62902  0.0818
H -11.64598 -2.13500 3.86235  0.0245
C -9.82511 3.30768 2.80558  -0.1014
O -10.54831 2.12441 3.16597  -0.1571
H -8.80651 3.05559 2.51654  0.0731
H -10.41572 3.95065 2.15239  0.0859
H -9.80373 3.86993 3.74332  0.0646
H -10.64309 1.50333 2.42787  0.0518

Output
**SMILES string**: CC1(C)CCCC(C)(C)N1O.CC1(C)CCCC(C)(C)N1O.CC1(C)CCCC(C)(C)N1O.CC1(C)CCCC(C)(C)N1O.CC1(C)CCCC(C)(C)N1O.COC[C@H](C)N.CO.CO.CO.CO
**Molar mass**: 1003.59 Da
**Orbital gap**: 0.3106 Ha
**Spin multiplicity**: 1
**E**: -3173.1330 hartree

***

For each record above, in turn, the calculated lowest unoccupied orbital energy values are 3.589 0.418 eV.